DFT (ωB97M-V with the def2-TZVPD basis set) results for a molecular structure, C38H58BN17O4.

For the frontier orbital gap, the calculation gives 9.81 eV. As for the total charge: 0. The value obtained for the molecular weight is 827.81 g mol⁻¹.

Structure (XYZ):
```
118
Properties=species:S:1:pos:R:3:forces:R:3:lowdin_charge:R:1
H -3.681 -7.714 2.516 -0.2 0.1 -0.1 0.08
H -0.649 -8.836 -2.900 0.0 0.2 -0.1 0.08
H -1.106 2.738 6.475 0.2 0.2 0.0 0.08
H -9.106 -6.138 2.870 -0.2 0.1 -0.1 0.07
H -3.251 -0.269 0.321 0.1 -0.2 0.1 0.07
H -2.837 -4.663 -5.296 -0.1 -0.1 0.3 0.06
C -11.067 -5.474 2.274 -8.2 0.9 1.4 -0.22
H -9.413 -6.230 1.119 -0.1 0.1 0.2 0.06
H -6.896 -1.053 -5.163 0.1 -0.1 -0.2 0.08
N -6.523 -6.510 1.301 9.6 -3.3 0.8 0.11
H -6.436 -0.395 -6.752 0.0 -0.2 0.1 0.08
H 0.958 -3.169 -8.091 0.2 0.1 0.0 0.08
H 1.258 -3.977 -1.233 -0.2 0.2 -0.1 0.08
H -4.845 -4.912 -1.551 -0.1 0.2 0.0 0.05
H 0.971 -8.251 -2.451 -0.1 0.2 -0.2 0.03
H 1.792 6.751 5.509 0.2 1.1 0.0 0.08
C 6.342 2.312 4.109 1.6 -1.7 -8.1 -0.20
N 3.028 -1.020 -2.455 3.1 0.0 -9.6 0.09
C 3.582 5.054 1.958 -0.4 -1.0 0.7 -0.07
N 0.647 5.550 6.345 -5.2 -18.0 -0.3 0.01
C 2.660 9.242 3.072 0.7 -4.2 0.9 -0.24
C 1.848 8.693 6.437 2.9 9.0 0.0 -0.17
H -5.177 -0.844 -5.575 -0.1 -0.2 -0.1 0.08
N 3.307 -8.307 -1.472 -1.0 -9.7 -2.8 0.10
C -4.373 -5.750 -4.248 -2.6 -6.6 3.9 -0.21
N 4.686 4.648 -1.348 2.5 -9.2 3.0 0.08
N -0.508 -1.867 1.284 -8.8 1.9 -4.0 0.07
H 0.009 10.355 1.301 2.6 -0.2 0.4 0.15
H -3.757 -1.949 0.622 0.6 0.3 0.0 0.03
N -4.786 -6.772 -3.636 3.3 8.1 -4.8 0.07
H 1.980 6.715 7.279 0.0 0.6 -0.1 0.10
H 2.396 12.231 1.482 -1.2 -1.1 1.5 0.12
C 1.723 -2.539 -8.553 1.1 -0.3 0.5 -0.07
C -6.161 -1.109 -5.970 0.0 -1.2 -0.5 -0.07
H 4.297 -2.026 -5.350 -0.1 0.2 0.1 0.04
H -6.550 -4.628 -1.982 0.2 0.1 0.1 0.08
C -1.634 -1.619 0.774 7.3 -1.6 3.1 -0.20
H 4.615 -0.276 -5.272 -0.1 -0.1 0.1 0.08
C -3.895 -7.399 1.491 -1.2 0.4 -0.1 -0.06
N -12.303 -5.341 2.483 9.9 -1.1 -1.7 0.07
N 2.152 9.917 6.429 -2.4 -9.3 0.0 0.07
C 1.044 -3.662 -2.258 -1.1 0.4 -0.1 -0.08
O 5.730 11.622 3.131 -2.8 -3.1 0.1 0.04
C -5.668 -3.080 -0.773 0.5 7.8 2.2 -0.16
C -0.025 2.852 6.362 0.3 1.2 0.0 -0.05
C -2.027 1.555 2.899 -7.8 2.6 -0.5 -0.21
H 6.971 2.579 6.152 -0.1 0.0 -0.2 0.07
H -0.376 0.754 4.027 -0.2 0.0 -0.2 0.06
C 1.145 10.240 1.581 1.3 1.4 1.8 -0.11
N -0.461 -5.741 -4.079 2.5 -9.4 2.8 0.11
H 5.618 3.624 5.655 0.1 -0.2 -0.2 0.07
H 1.731 -2.857 -2.534 -0.3 -0.1 0.2 0.01
C 3.407 -1.034 -3.658 -2.4 0.2 7.9 -0.18
H 1.235 12.222 3.020 1.4 -1.8 -1.7 0.14
O 3.306 8.084 3.225 -4.1 7.6 -0.8 0.00
C -9.576 -5.634 2.021 -1.3 0.1 0.2 -0.12
H 4.498 1.553 -0.169 0.1 0.2 -0.1 0.08
H 5.338 1.894 5.968 0.1 0.1 -0.2 0.08
H 2.968 5.230 1.071 0.1 -0.2 0.2 0.08
H 0.287 2.384 5.425 0.1 0.3 0.1 0.04
H 5.816 1.529 -1.366 -0.1 0.2 0.1 0.07
C 1.480 7.218 6.447 1.6 5.4 0.1 -0.25
B 4.639 10.858 2.440 2.4 0.4 -0.9 -0.39
H 3.276 11.204 4.235 -0.7 -1.2 -2.0 0.14
H 3.523 5.929 2.611 -0.1 -0.2 0.0 0.04
C 3.863 -1.052 -5.108 -0.3 0.0 1.4 -0.09
H -3.208 -6.594 1.215 -0.2 0.0 0.0 0.08
H -9.113 -4.652 1.888 -0.2 -0.1 0.0 0.07
H 4.621 4.909 1.650 -0.2 -0.1 0.1 0.07
H 2.311 -11.064 -3.026 0.1 0.1 0.1 0.07
C 3.085 3.822 2.697 -2.7 -6.6 3.9 -0.19
N -5.554 -1.872 -0.429 -1.6 -9.7 -3.0 0.09
C 1.901 11.549 2.298 0.6 0.2 -0.2 -0.10
C -3.876 -4.518 -4.987 -0.3 -1.1 0.5 -0.09
H 3.011 -0.868 -5.769 0.1 0.0 0.2 0.06
C 3.193 -9.515 -1.816 0.8 7.9 2.3 -0.21
H 1.748 -2.740 -9.628 0.1 0.0 0.2 0.08
C -5.805 -4.536 -1.187 0.1 1.3 0.3 -0.08
H 1.465 -1.489 -8.392 0.1 -0.2 0.0 0.08
H 2.739 -11.574 -1.374 0.1 0.2 -0.1 0.08
C -0.392 -3.176 -2.362 -7.7 2.6 -0.6 -0.19
H 6.118 2.137 0.280 -0.2 0.1 -0.1 0.04
C -2.992 -1.320 0.160 1.5 -0.2 0.7 -0.13
H 0.475 2.348 7.195 0.0 0.2 -0.1 0.08
C -0.590 1.069 3.002 -1.1 0.5 -0.2 -0.09
N 4.207 -3.086 -7.429 -9.1 1.9 -4.2 0.10
H 1.200 -4.510 -2.931 -0.2 0.2 0.1 0.03
O 1.221 9.270 2.723 3.2 -0.1 -1.4 -0.11
H 4.015 -11.347 -2.594 -0.1 0.2 0.1 0.08
C 3.081 -2.838 -7.939 7.4 -1.7 3.3 -0.19
H -4.490 -4.342 -5.874 0.1 -0.3 0.4 0.00
H -2.968 -1.520 -0.914 0.2 -0.1 0.3 0.03
N -3.218 1.958 2.813 9.5 -3.2 0.7 0.08
C 3.145 10.807 3.134 -0.5 -1.0 -0.3 -0.09
C -0.145 -6.904 -3.707 -2.1 7.6 -2.5 -0.16
H 1.914 9.956 0.722 -2.2 0.1 1.4 0.14
C 5.384 2.083 -0.528 -0.3 1.1 -0.3 -0.08
N 6.586 2.054 2.899 -2.0 2.1 9.7 0.09
H 4.127 10.119 0.650 1.6 -0.3 0.7 0.09
C -5.332 -6.913 1.387 -7.9 2.6 -0.5 -0.16
C 0.343 4.327 6.353 1.7 6.9 -0.1 -0.02
H -6.122 -5.138 -0.331 0.0 0.3 -0.2 0.01
H 0.097 1.874 2.727 -0.1 0.0 0.1 0.05
H 5.627 11.376 4.109 0.2 0.9 -1.9 0.12
N -6.099 -3.684 -7.019 -0.4 9.5 3.7 0.10
O 4.991 10.181 1.156 -2.6 2.3 2.4 0.06
H 0.399 7.104 6.559 0.8 2.6 0.1 0.07
H -3.739 -8.246 0.818 -0.2 0.2 0.1 0.08
C 0.237 -8.305 -3.259 -0.4 1.2 -0.3 -0.07
C 6.048 2.623 5.567 0.2 -0.3 -1.2 -0.08
C -6.128 -2.516 -6.544 0.0 -7.6 -3.2 -0.18
N -1.584 -2.773 -2.448 9.4 -3.2 0.6 0.09
N 2.672 2.800 3.310 3.2 8.1 -4.7 0.08
C 3.056 -10.971 -2.230 0.1 1.2 0.4 -0.07
H 0.669 -8.860 -4.097 -0.1 0.2 0.0 0.08
H -0.434 0.221 2.329 -0.1 0.1 0.1 0.02
H -3.935 -3.643 -4.334 0.0 -0.2 0.1 0.06
C 5.002 3.485 -0.976 -2.1 7.6 -2.5 -0.21
```
Forces are in eV/Å.

***

DFT (ωB97M-V with the def2-TZVPD basis set) results for 11 unconnected molecules or ions with the total composition C38H58N8O3S3.

For the energy relative to the best compared isomer or geometry (same formula, charge and spin), the calculation gives 0.0 kcal per mole. For the frontier orbital gap, the calculation gives 7.67 eV. As for the total charge: 0. The value obtained for the molecular weight is 771.14 g mol⁻¹.

Structure (XYZ):
```
110
Properties=species:S:1:pos:R:3:forces:R:3:lowdin_charge:R:1
H -1.189 3.343 0.538 0.1 0.0 0.0 0.09
S -2.022 -4.558 -2.113 0.1 -0.2 0.5 0.81
H 4.193 2.038 -3.646 0.2 0.3 0.1 0.09
H 0.383 -0.081 -1.019 0.2 -0.1 0.0 0.07
H 1.925 2.485 -0.180 -0.3 0.2 -0.2 0.10
C 1.263 2.413 -2.200 0.3 -0.1 -0.8 -0.13
C -6.258 1.090 1.755 0.7 0.1 -0.3 -0.22
O -0.704 -4.832 -2.760 -0.4 0.4 0.3 -0.54
H -2.297 3.501 -4.331 0.1 0.0 -0.2 0.15
H -0.192 2.386 2.831 0.0 -0.1 -0.3 0.08
H 3.865 3.722 2.155 0.0 0.1 0.0 0.11
C 0.386 -1.231 2.057 0.9 0.6 1.1 -0.13
H -1.356 -0.312 2.805 -0.1 0.0 -0.4 0.08
H -2.017 -2.452 5.170 -0.1 0.0 -0.2 0.11
H -6.371 0.466 2.641 0.1 -0.1 -0.1 0.05
H 1.339 -5.102 -1.104 0.1 -0.6 0.3 0.04
H 6.187 -0.320 -0.625 0.0 0.0 -0.1 0.10
H 0.944 -1.631 -2.291 -0.1 -0.3 -0.3 0.07
C -1.666 0.780 5.181 0.2 -0.4 0.3 -0.12
H -3.127 -4.491 -4.166 0.3 0.1 0.0 0.05
C 2.826 3.629 2.426 0.1 -0.6 -0.5 -0.13
C 5.778 -1.049 0.051 -0.3 -0.5 0.2 -0.13
H -0.405 -5.471 0.570 -0.1 -0.4 0.1 0.04
H -2.850 -2.723 -0.730 -0.2 0.0 -0.6 0.04
O -4.236 2.295 0.359 -0.3 -0.4 0.3 -0.57
C 2.290 -3.070 -3.406 0.4 -0.1 0.8 -0.11
C -2.790 0.687 4.393 0.7 0.4 0.3 -0.14
H 4.153 -2.025 -0.994 0.0 -0.2 0.1 0.07
C -0.847 0.030 0.736 -0.2 -0.2 -0.4 -0.15
H -2.632 -2.844 -3.683 -0.1 0.1 0.0 0.05
N 2.155 4.613 3.083 -0.4 -0.4 0.0 0.02
N 2.140 2.423 -1.166 0.0 0.8 1.1 0.02
O 2.102 -7.061 0.859 0.0 0.2 0.4 -0.56
H -4.102 -3.694 -2.992 0.1 0.3 0.3 0.05
C -2.568 2.034 -2.891 -0.7 0.7 0.2 -0.15
H -5.191 -1.013 0.585 -0.1 0.0 -0.3 0.05
H 2.712 0.025 -2.714 0.0 -0.1 -0.2 0.09
H 3.955 -3.476 1.386 -0.3 0.1 -0.2 0.06
H -0.597 -0.734 6.209 0.2 0.1 -0.1 0.15
H 4.337 -3.537 -4.176 -0.1 0.0 -0.2 0.09
H 1.538 -3.721 -0.147 0.5 0.2 0.2 0.03
H -3.053 2.728 -2.219 0.1 -0.3 0.3 0.10
C 3.378 2.232 -2.966 0.2 0.3 -0.3 -0.13
H 2.992 -4.598 -0.743 0.2 -0.1 0.4 0.05
H -1.193 7.692 0.369 0.0 0.1 -0.2 0.08
C 3.428 2.423 -1.599 -0.2 -0.8 -0.6 -0.13
C -1.427 4.389 0.443 -0.7 0.7 -0.3 -0.14
H -3.911 -1.075 3.679 0.1 -0.2 0.0 0.09
H -1.038 1.592 5.507 -0.3 0.2 0.0 0.11
C 2.011 2.274 -3.358 -0.5 0.2 0.7 -0.11
H -6.553 2.106 2.008 0.1 0.0 -0.1 0.05
C 3.864 -1.475 -3.669 0.5 -0.4 1.0 -0.15
H -0.202 -6.107 2.279 0.0 -0.2 -0.2 0.05
C -3.073 -3.779 -3.341 0.0 -0.3 -0.4 -0.26
H -4.592 0.076 -0.761 0.1 -0.3 -0.2 0.06
N -1.302 -0.497 5.536 0.0 0.3 -0.2 0.02
C -2.356 0.682 -2.888 0.6 0.1 0.5 -0.12
H -2.432 -0.027 -2.079 -0.3 0.2 0.1 0.07
N 6.271 -1.211 1.314 0.2 0.0 0.1 -0.01
C 1.996 -4.703 -0.325 -1.2 0.7 -0.1 -0.27
N -2.725 4.800 0.232 1.1 -0.6 0.1 0.01
C 0.856 4.208 3.299 0.4 0.4 0.1 -0.13
C 0.700 2.977 2.715 -0.7 0.4 1.3 -0.13
H -1.306 -0.579 -4.364 -0.1 0.0 -0.2 0.09
H -3.690 6.608 -0.134 0.1 0.4 0.3 0.10
C -4.414 -0.336 0.228 -0.4 0.3 1.3 -0.23
C -1.871 -3.110 -1.020 0.2 0.3 0.5 -0.26
C 1.100 -1.092 0.882 -0.5 -0.8 0.0 -0.09
H 1.876 -4.064 -3.366 -0.5 0.2 0.0 0.08
C 4.748 -1.958 -0.095 -0.2 0.8 -0.5 -0.11
H -1.274 1.669 -5.868 0.0 0.2 0.0 0.10
H -6.836 0.707 0.918 -0.1 0.1 0.0 0.05
C -1.659 1.532 -4.873 0.0 -0.7 0.8 -0.12
S 1.903 -5.628 1.235 0.2 -0.6 -0.9 0.81
C 5.580 -2.186 1.975 -0.2 0.2 -0.3 -0.13
H 0.208 2.603 -2.079 0.0 -0.3 0.2 0.10
S -4.459 1.146 1.305 -0.4 0.1 -0.3 0.84
C -1.735 0.377 -4.103 0.5 0.1 -1.3 -0.12
H 2.081 -1.470 0.635 -0.1 -0.1 0.2 0.08
H -1.238 -2.342 -1.467 -0.2 0.0 -0.3 0.04
H -1.428 -3.325 -0.044 0.3 -0.6 -0.3 0.03
H 0.229 4.803 3.943 -0.3 0.0 -0.3 0.11
H 2.114 1.613 1.780 0.4 0.0 -0.1 0.09
H 5.888 -2.468 2.967 -0.2 -0.1 0.0 0.10
H -1.688 0.602 0.373 0.0 0.1 0.2 0.08
C 3.620 -2.816 -3.817 0.1 0.1 -0.8 -0.12
H -3.468 -0.837 0.416 0.2 0.2 -0.5 0.01
H -0.006 -4.393 1.912 0.0 0.0 0.0 0.03
C 1.944 2.588 2.210 0.5 -0.1 -0.4 -0.12
H -3.310 1.531 3.977 0.0 -0.1 -0.1 0.07
H -3.449 4.108 0.108 -0.4 0.3 0.1 0.08
H 4.783 -0.951 -3.875 -0.1 0.3 0.1 0.10
N 2.815 -0.949 -2.967 -0.4 0.1 -0.7 0.03
H 0.402 5.416 0.710 0.0 0.5 -0.1 0.08
C 0.126 -5.406 1.518 0.3 0.9 -0.1 -0.26
C -0.650 5.519 0.484 0.6 -0.8 0.5 -0.13
H 1.572 2.282 -4.342 0.2 -0.2 -0.1 0.09
C -2.756 6.159 0.170 -0.6 0.0 -0.6 -0.15
H 4.228 2.539 -0.889 0.1 -0.3 -0.1 0.11
N -2.157 2.539 -4.088 -0.1 -0.3 -0.2 0.01
C -1.478 6.657 0.316 -0.3 -0.6 0.2 -0.10
C 4.585 -2.641 1.130 0.9 -0.3 0.6 -0.11
N -0.760 -0.485 2.003 0.4 -0.3 -0.9 0.05
C -3.067 -0.690 4.230 -0.4 -0.3 0.2 -0.14
C 0.244 -0.403 0.004 -0.6 1.4 0.1 -0.13
H 0.685 -1.596 3.031 0.1 -0.2 -0.2 0.11
C -2.136 -1.403 4.959 -0.5 0.1 0.0 -0.13
C 1.819 -1.893 -2.864 0.4 0.1 0.3 -0.13
H 2.516 5.531 3.256 0.0 0.1 0.2 0.14
H 7.073 -0.743 1.692 0.0 0.1 0.0 0.14
```
Forces are in eV/Å.

***

The lowest molecular weight belongs to which entry?
C38H58N8O3S3